No. 1
A 7-piece molecular cluster, C16H29Br6Cl6F3O2 overall. Source: OMol25; level of theory: ωB97M-V/def2-TZVPD.

```
! wB97M-V def2-TZVPD RIJCOSX def2/J DEFGRID3
* xyz 0 1
Br 2.085 1.830 -4.671
Br 1.836 -1.044 0.770
Br -2.559 0.583 1.238
Br 1.581 2.346 3.813
Br -1.033 1.559 6.310
Br -0.333 -1.637 -2.609
Cl 1.105 -4.137 4.619
Cl 2.593 5.659 -1.620
Cl 3.835 -2.497 3.870
Cl 2.052 2.591 -0.266
Cl -2.292 -5.740 1.929
Cl -2.902 -3.200 -0.196
F -0.565 5.311 -2.200
F -2.472 5.291 -3.293
F -2.418 5.452 -1.122
O -3.146 2.986 -2.278
O -0.911 2.667 -1.921
C 1.250 0.072 -4.313
C 3.753 4.643 -0.763
C 3.564 3.172 -1.004
C 3.307 -3.991 3.062
C 1.045 -0.196 -2.810
C -2.128 -5.742 0.191
C -0.308 0.536 4.863
C -3.172 -4.910 -0.521
C -3.413 1.520 -2.164
C -3.316 1.073 -3.561
C -0.099 -0.841 1.365
C -0.566 0.442 0.792
C 1.170 0.753 4.758
C -1.799 4.894 -2.197
C 1.815 -4.055 2.939
C -1.911 3.384 -2.131
H -0.554 -0.486 5.108
H -2.270 -6.754 -0.138
H -3.325 -0.016 -3.540
H -2.344 1.406 -3.905
H 1.501 -0.061 4.110
H -4.148 -5.231 -0.154
H -1.159 -5.383 -0.114
H 1.975 -0.632 -4.726
H 4.712 4.949 -1.179
H -2.587 1.091 -1.602
H 3.709 4.803 0.313
H -4.093 1.522 -4.183
H 3.689 -4.820 3.699
H -0.152 -0.917 2.449
H -0.631 -1.700 0.942
H 0.594 0.665 -2.296
H 1.959 -0.575 -2.352
H 1.759 0.737 5.673
H -3.083 -5.164 -1.578
H 1.320 -3.199 2.482
H 3.753 -4.089 2.069
H -4.401 1.428 -1.705
H -0.577 0.572 -0.287
H -0.758 0.917 3.935
H 1.496 -4.931 2.395
H 3.398 2.988 -2.056
H 0.318 0.095 -4.890
H -0.146 1.350 1.223
H 4.398 2.664 -0.575
*
```

The frontier orbital gap comes out at 9.99 eV. The value obtained for the HOMO energy is -9.921 eV. As for the SMILES: CCOC(=O)C(F)(F)F.BrCCBr.BrCCBr.BrCCBr.ClCCCl.ClCCCl.ClCCCl.

No. 2
C13H25Li3O6 as an isolated structure. Source: OMol25; level of theory: ωB97M-V/def2-TZVPD.

```
! wB97M-V def2-TZVPD RIJCOSX def2/J DEFGRID3
* xyz 2 1
O -12.122 25.848 10.483
O -15.817 28.530 11.485
O -11.662 26.958 8.617
O -12.521 31.011 6.078
O -13.833 26.772 9.310
O -9.495 31.930 9.680
C -12.577 26.582 9.534
C -17.124 28.935 11.973
C -9.981 30.780 8.978
C -16.317 30.646 10.525
C -13.673 30.815 6.855
C -15.176 29.695 10.912
C -13.940 29.302 6.626
C -12.762 28.699 5.917
C -8.364 31.532 10.473
C -8.768 30.136 10.932
C -11.744 29.830 6.025
C -17.617 29.926 10.952
C -9.839 29.631 9.957
Li -14.903 26.823 11.378
Li -12.864 23.942 10.809
Li -15.637 25.637 8.729
H -14.804 29.144 5.975
H -14.238 28.704 7.497
H -10.959 29.673 6.775
H -12.259 27.796 6.271
H -9.553 28.668 9.532
H -7.970 29.415 11.110
H -10.796 29.493 10.466
H -12.860 28.488 4.850
H -16.173 31.533 11.147
H -7.484 31.730 9.855
H -17.044 29.318 12.993
H -18.532 30.458 11.190
H -11.017 26.509 9.228
H -17.710 28.018 12.054
H -11.010 31.025 8.720
H -13.597 31.233 7.862
H -8.242 32.216 11.313
H -11.122 29.946 5.133
H -9.357 30.690 8.084
H -17.880 29.260 10.121
H -16.351 31.058 9.520
H -14.574 31.238 6.404
H -9.278 30.212 11.894
H -14.455 30.193 11.556
H -14.691 29.369 9.988
*
```

The frontier orbital gap comes out at 4.01 eV. The value obtained for the HOMO energy is -13.104 eV.

No. 3
C35H34FIrN3OP2 as an isolated structure. Source: OMol25; level of theory: ωB97M-V/def2-TZVPD.

```
! wB97M-V def2-TZVPD RIJCOSX def2/J DEFGRID3
* xyz 2 2
Ir 1.277 -0.774 -0.194
P -0.075 1.975 -0.580
P -1.027 -0.696 -0.051
F 3.150 -6.346 -1.653
O 1.889 1.009 -1.271
N 3.295 -0.062 1.850
N -1.418 0.953 -0.285
N 2.198 -0.812 1.669
C 1.864 2.790 3.489
C -2.844 -1.807 3.394
C -4.125 -2.137 2.973
C -0.497 4.180 -2.213
C -1.318 -1.508 -1.626
C 0.686 2.200 1.044
C 2.636 1.201 -2.474
C -1.529 -2.816 -4.063
C -1.068 -0.817 -2.816
C 2.648 -2.788 -1.758
C 1.800 3.045 1.099
C -1.195 -1.469 -4.033
C 0.169 1.656 2.216
C 0.767 1.944 3.437
C -2.801 1.273 -0.695
C -2.241 -1.315 1.114
C -4.461 -2.073 1.625
C -1.409 4.322 0.033
C 3.002 -1.172 3.718
C -1.865 5.598 -0.243
C 1.632 -5.026 -0.456
C 3.146 -4.047 -2.073
C 2.009 -1.494 2.796
C 1.150 -3.767 -0.148
C 2.374 3.351 2.320
C 3.807 -0.254 3.072
C -0.730 3.612 -0.964
C -1.900 -1.398 2.466
C 1.682 -2.648 -0.779
C -3.522 -1.670 0.689
C -1.732 -3.518 -2.877
C 2.646 -5.140 -1.397
C -1.626 6.173 -1.490
C -0.949 5.468 -2.473
C -1.622 -2.872 -1.659
H 3.126 -1.553 4.717
H 1.245 -5.918 0.020
H -1.574 3.882 1.010
H -4.868 -2.449 3.696
H 2.089 0.869 -3.361
H 1.190 -2.188 2.892
H -1.982 -4.570 -2.906
H 4.699 0.255 3.399
H 2.206 3.476 0.189
H -3.465 1.200 0.165
H -0.766 5.919 -3.439
H -2.581 -1.878 4.442
H -1.788 -3.420 -0.739
H 0.360 -3.665 0.586
H 3.578 0.649 -2.435
H -1.637 -3.323 -5.013
H 3.634 0.545 1.120
H -1.964 7.182 -1.687
H 3.208 4.039 2.368
H 2.309 3.038 4.445
H -3.151 0.593 -1.473
H 0.043 3.628 -2.973
H 0.353 1.533 4.350
H -3.791 -1.634 -0.359
H 2.876 2.259 -2.599
H 3.907 -4.180 -2.829
H -5.457 -2.344 1.302
H 3.030 -1.921 -2.292
H -0.788 0.231 -2.789
H -0.733 1.058 2.187
H -0.893 -1.151 2.788
H -2.847 2.290 -1.073
H -2.405 6.151 0.515
H -1.035 -0.927 -4.956
*
```

The frontier orbital gap (spin up / spin down) comes out at 6.28 / 6.53 eV. The value obtained for the HOMO energy (spin up / spin down) is -13.352 / -13.659 eV. Its expectation value of S² is 0.794.

No. 4
One molecule with the formula C23H32N4O3. Source: OMol25; level of theory: ωB97M-V/def2-TZVPD.

```
! wB97M-V def2-TZVPD RIJCOSX def2/J DEFGRID3
* xyz 0 1
O 6.239 0.795 1.944
O -2.810 2.198 -0.022
O -1.548 -0.751 1.072
N 0.199 -0.457 -0.304
N -1.294 1.816 -1.548
N -2.506 1.587 -2.099
N 4.798 0.305 -0.435
C -4.273 -2.683 1.103
C 1.389 0.207 -0.779
C -6.879 0.042 1.482
C -0.564 -0.105 0.746
C -3.387 1.814 -1.183
C -0.460 2.435 0.704
C -5.347 0.676 -0.252
C -4.668 -0.518 -0.066
C -6.184 -1.139 1.671
C -0.198 1.155 1.530
C 0.833 -2.571 -1.356
C 5.578 1.836 1.264
C -4.857 1.663 -1.286
C -0.255 -1.519 -1.183
C 4.355 1.314 0.506
C -1.498 2.166 -0.321
C -6.460 0.954 0.530
C 5.449 -0.780 0.274
C 3.829 -0.102 -1.429
C 2.110 -1.917 -1.874
C -5.067 -1.432 0.901
C 6.644 -0.206 1.040
C 2.542 -0.797 -0.927
H 7.363 0.211 0.320
H 1.680 0.995 -0.091
H -0.799 3.236 1.362
H 5.285 2.562 2.024
H 0.438 2.762 0.180
H 1.029 -3.048 -0.394
H -6.510 -1.838 2.429
H -4.294 -3.297 0.203
H 4.356 -0.781 -2.106
H -0.511 -1.075 -2.153
H 6.266 2.310 0.547
H 3.889 2.134 -0.044
H 3.559 0.789 -2.002
H -3.798 -0.738 -0.668
H 4.777 -1.276 0.996
H 5.797 -1.519 -0.449
H -0.853 1.149 2.402
H 0.488 -3.337 -2.052
H -6.996 1.883 0.396
H 2.738 -1.241 0.056
H 0.834 1.126 1.878
H 7.130 -0.979 1.637
H -3.237 -2.416 1.305
H -1.152 -1.954 -0.741
H 1.930 -1.497 -2.867
H -7.747 0.260 2.087
H -5.335 2.633 -1.130
H 3.636 0.911 1.243
H 2.904 -2.662 -1.959
H -4.661 -3.267 1.934
H -5.081 1.316 -2.296
H 1.168 0.662 -1.752
*
```

The frontier orbital gap comes out at 9.24 eV. The value obtained for the HOMO energy is -8.614 eV. As for the SMILES: Cc1cccc(Cc2nnc(CCC(=O)N3CCC[C@@H](CN4CCOCC4)C3)o2)c1.

The following relative energy (zero: lowest compared OMol25 entry of this formula, charge and spin) values (in kcal/mol) correspond, in order, to the records above: 0.0 0.0 73.7 63.4.